1.
ORCA calculation (ωB97M-V/def2-TZVPD) on C18H26AsN7O6SSn as an isolated structure.

Geometry as XYZ:
```
60
Properties=species:S:1:pos:R:3:forces:R:3
Sn 0.396375 1.422318 -0.374641 0.002 0.015 -0.077
O -0.853298 0.339670 1.029169 -0.259 -0.240 0.044
N -0.779170 -0.746137 1.765622 0.188 0.128 0.109
C -0.634555 -1.939736 1.182110 -0.009 0.027 0.058
C -0.593442 -3.099256 1.935828 0.017 -0.029 -0.035
C -0.710073 -3.032528 3.314686 -0.005 -0.016 0.004
C -0.867105 -1.794534 3.905178 -0.009 0.050 0.020
C -0.902171 -0.617833 3.142708 0.027 -0.034 -0.015
S -1.081947 0.910393 3.843158 0.012 -0.005 0.020
H -0.551144 -1.919523 0.108760 0.042 0.008 -0.112
H -0.472861 -4.041861 1.421449 0.006 -0.001 0.001
H -0.684620 -3.929628 3.916918 0.001 0.002 0.003
H -0.967742 -1.683518 4.975037 -0.004 -0.021 0.003
O -3.371945 6.430863 1.404881 0.081 0.221 0.239
C -2.387464 6.589682 2.114697 -0.150 -0.096 -0.126
O -2.354588 7.596467 2.942406 0.038 0.037 0.020
C -1.210044 5.718116 2.121830 0.016 0.070 0.012
C -0.029141 5.900559 2.808686 0.037 -0.054 0.009
N 0.749341 4.857656 2.484937 -0.020 0.018 0.007
N 0.174082 4.005409 1.639540 -0.011 -0.030 -0.008
C -1.022382 4.507200 1.399750 0.031 0.021 -0.017
C -1.909416 3.780812 0.453210 -0.059 -0.024 0.067
O -3.057494 4.293572 0.150430 0.054 -0.458 -0.233
O -1.576822 2.707229 -0.044890 0.092 0.127 -0.107
H -3.250788 5.164809 0.619604 -0.068 0.259 0.084
H 0.300940 6.676684 3.479552 -0.024 0.020 0.001
H 1.690175 4.679761 2.802662 -0.004 -0.004 -0.006
C 5.115851 -3.713206 -0.414852 -0.004 -0.001 -0.017
C 3.883647 -4.479502 -0.885597 0.005 0.014 0.004
C 2.921076 -4.756651 0.264970 0.004 0.029 -0.016
C 3.200399 -3.781104 -2.063847 0.007 -0.018 0.000
N 2.840060 -2.386324 -1.781169 -0.068 0.021 0.079
C 3.494414 -1.256719 -2.074262 0.034 0.028 -0.019
N 2.820753 -0.240806 -1.591477 0.004 0.122 0.012
N 1.746710 -0.779910 -0.998649 0.102 -0.143 -0.019
N 1.745693 -2.063547 -1.102269 -0.201 -0.048 0.030
H 5.673611 -4.303785 0.310301 -0.003 0.004 0.006
H 4.840178 -2.775338 0.074600 -0.004 0.003 -0.004
H 5.791910 -3.484446 -1.240978 0.011 -0.005 -0.002
H 4.212221 -5.438482 -1.295501 -0.002 -0.011 0.001
H 2.529176 -3.824709 0.679178 -0.007 -0.005 0.014
H 3.437637 -5.282505 1.067291 -0.002 -0.022 -0.009
H 2.080986 -5.374114 -0.059463 -0.001 0.019 0.009
H 2.281742 -4.286297 -2.358065 0.010 -0.015 0.021
H 3.865540 -3.751415 -2.925794 -0.005 0.025 -0.009
H 4.419165 -1.211961 -2.623376 0.002 0.013 0.002
C -3.647995 0.428764 -0.890940 -0.056 -0.049 -0.046
As -2.465391 0.759013 -2.356490 -0.066 0.086 0.016
C -2.668170 -0.618551 -3.661638 -0.019 0.003 0.000
C -2.849771 2.439707 -3.175831 -0.023 -0.018 0.009
O -0.849724 0.697885 -1.863147 0.226 -0.069 -0.063
H -4.606061 0.078627 -1.273457 0.001 0.023 -0.011
H -3.777850 1.347078 -0.326263 0.015 0.004 0.024
H -3.201252 -0.335353 -0.258321 0.002 0.016 0.001
H -3.710284 -0.669716 -3.974688 0.007 -0.004 -0.014
H -2.365278 -1.570284 -3.230023 -0.003 0.007 0.011
H -2.037165 -0.386232 -4.517281 0.004 -0.005 0.008
H -3.835876 2.396673 -3.637345 -0.001 -0.005 0.007
H -2.097637 2.626913 -3.940203 0.001 0.014 0.011
H -2.830995 3.219668 -2.418682 0.008 -0.004 0.000
```
Forces are in eV/Å.

* molecular weight: 662.15 g/mol
* relative energy (zero: lowest compared OMol25 entry of this formula, charge and spin): 66.3 kcal per mole
* frontier orbital gap (spin up / spin down): 6.3 / 6.5 eV
* net charge: +2

Atomic partial charges in e from the Löwdin method, atoms 1 to 4: 1.3282, -0.3727, -0.1752, -0.0030

2.
ORCA calculation (ωB97M-V/def2-TZVPD) on C18H26B2N2O19Sr as an isolated structure.

Geometry as XYZ:
```
68
Properties=species:S:1:pos:R:3:forces:R:3
Sr -0.369369 0.139572 -0.452446 -1.056 0.111 0.710
O -2.211059 -3.915068 2.615034 -0.829 -0.035 -1.561
C -2.842599 -3.954078 1.571574 2.505 2.294 0.730
O -3.847139 -4.629748 1.239444 -1.271 -2.284 0.559
B -4.237629 -4.515368 -0.155896 -1.344 -0.317 -0.430
O -3.489909 -3.347428 -0.663666 2.419 1.231 1.763
C -2.585979 -2.983228 0.315644 -1.278 -0.951 -0.295
O -1.780719 -2.077338 0.318184 -0.412 -0.148 -0.901
O -5.681749 -4.376398 -0.192356 -0.302 0.452 -0.039
C -6.214749 -5.339198 -0.929936 -2.914 -0.658 -1.458
O -7.403019 -5.501618 -1.189186 2.571 0.515 0.864
C -5.052509 -6.197968 -1.507496 -3.011 -2.315 -2.080
O -4.003989 -5.717358 -0.961826 3.343 0.240 0.458
O -5.190249 -7.125088 -2.315876 0.864 2.414 2.173
O 3.098131 5.113892 5.196824 -0.839 -0.389 -3.007
C 2.683401 5.066972 4.030534 2.288 1.622 3.817
O 1.453381 4.874732 3.686744 -1.604 -1.169 -1.340
B 1.346711 4.731452 2.188004 0.933 2.623 2.779
O 2.720861 5.142882 1.783044 -2.624 -0.898 -3.733
C 3.496981 5.406102 2.747494 3.545 -0.301 2.683
O 4.681121 5.696322 2.682704 -2.031 -0.160 0.065
O 0.286121 5.725042 1.728354 0.420 -1.963 -0.970
C -0.504399 5.080632 0.881384 -2.525 1.524 -0.958
O -1.463529 5.557612 0.246084 3.195 -2.044 1.817
C -0.051079 3.555372 0.917214 -0.566 -2.990 -1.731
O 0.938171 3.385912 1.810234 -1.540 0.532 -2.027
O -0.497779 2.601642 0.198144 1.313 3.264 2.301
C -2.516549 0.872212 2.338844 0.079 1.139 1.106
O -1.281939 0.274702 2.016534 0.951 -1.072 0.478
C -0.477929 -0.212588 3.139624 0.910 0.023 -1.305
C 1.021861 -0.343758 2.614004 -0.852 0.486 1.087
N 1.129941 -0.853348 1.256144 -0.509 -0.964 -0.287
C 2.484371 -0.854238 0.706154 0.330 -0.059 1.599
C 2.948571 0.544382 0.384284 1.272 -1.534 -1.042
O 2.129601 0.956552 -0.706216 -0.521 0.821 -0.379
C 2.526381 2.232022 -1.305666 0.381 -0.108 1.377
H -2.722319 1.590282 1.545034 -0.038 0.214 0.239
H -2.343579 1.337072 3.309454 -0.262 0.845 -0.116
H -3.434819 0.317052 2.530334 0.374 -1.180 -0.521
H -0.926429 -1.110148 3.565474 0.154 -0.283 -0.362
H -0.376449 0.507622 3.951484 -0.539 0.379 -0.095
H 1.597021 -1.052168 3.210204 -0.145 0.221 0.774
H 1.467131 0.640922 2.756254 0.054 0.019 -0.400
H 0.953561 -1.821278 1.484424 -0.627 -0.562 -0.902
H 2.624221 -1.533778 -0.134546 -0.631 0.282 -0.254
H 3.101051 -1.346608 1.458074 0.732 0.435 0.239
H 3.956031 0.352072 0.015314 0.386 0.468 -0.203
H 3.091331 1.180162 1.258064 -0.794 0.515 -0.182
H 3.416551 2.126402 -1.925766 0.258 -0.203 0.327
H 2.691871 2.828792 -0.408676 0.470 0.666 -0.463
H 1.801481 2.750932 -1.932856 -0.585 -0.747 0.323
C 1.787421 -2.401988 -3.870136 2.072 -0.477 -0.442
C 1.402521 -1.437278 -2.777696 1.097 -0.930 -0.205
C 1.189651 -0.113748 -3.425546 0.153 0.734 0.037
O 0.381891 0.790482 -2.680056 -0.223 1.385 -2.028
C -0.286139 1.721672 -3.634066 -1.612 -0.509 1.621
N 0.255931 -1.841148 -2.093176 -3.104 -1.549 0.702
H 1.001961 -2.867678 -4.465366 -0.286 0.393 0.159
H 2.440271 -3.195628 -3.506766 -0.395 -0.355 0.406
H 2.507901 -1.912588 -4.525496 -0.252 0.224 -0.509
H 2.115531 -1.494258 -1.955206 0.890 0.857 -0.731
H 0.632611 -0.249118 -4.352626 0.480 -0.341 -0.359
H 2.181531 0.314392 -3.570356 -0.051 0.283 -0.516
H 0.121101 1.936432 -4.622056 0.949 -0.211 0.507
H -0.550759 2.616552 -3.070796 0.606 0.213 -0.098
H -1.267039 1.284512 -3.820746 -0.078 -0.277 -0.272
H 0.363991 -2.788698 -1.760646 0.697 -0.219 1.040
H -0.416789 -2.143448 -2.783216 -1.042 0.776 -0.538
```
Forces are in eV/Å.

* molecular weight: 683.65 g/mol
* relative energy (zero: lowest compared OMol25 entry of this formula, charge and spin): 55.2 kcal per mole
* frontier orbital gap: 8.2 eV

Atomic partial charges in e from the Löwdin method, atoms 1 to 4: 1.6225, 0.1212, -0.4033, 0.2844

3.
ORCA calculation (ωB97M-V/def2-TZVPD) on one molecule with the formula C18H26Cl2N2O.

Geometry as XYZ:
```
49
Properties=species:S:1:pos:R:3:forces:R:3
C 0.031809 2.978667 0.019261 0.003 -0.566 -0.066
C 0.121934 2.077311 1.236198 0.368 -1.638 0.727
N -0.718205 0.837063 1.144566 -0.559 -0.097 -0.920
C -2.186629 1.042226 1.084040 0.955 -0.946 0.529
C -2.788121 1.371273 2.440397 0.117 0.516 -0.282
C -0.277936 -0.478595 1.693903 0.150 1.523 0.098
C 0.306292 -0.317955 3.123653 0.325 -2.118 -0.907
C 0.751655 -1.709505 3.695242 0.608 1.244 -0.739
C 1.676953 -2.487090 2.734366 -1.931 -0.943 0.272
C 1.093512 -2.572804 1.331282 -0.210 -0.256 -0.407
C 0.766690 -1.171678 0.790568 0.555 0.257 -0.298
N 0.470516 -1.100997 -0.647698 -0.616 -0.223 -1.208
C -0.805509 -1.652866 -1.149525 -0.136 0.866 -0.240
C 1.306075 -0.413407 -1.532580 -0.160 -1.120 1.390
O 2.408302 -0.034541 -1.223397 1.288 0.354 1.001
C 0.926479 -0.087647 -2.914256 -0.008 -0.038 -1.676
C 1.798099 -0.294655 -4.025800 -0.239 -0.669 1.724
C 1.447592 0.159773 -5.277725 0.157 -0.010 0.364
C 0.287658 0.897207 -5.456541 -1.191 0.122 0.606
Cl -0.179939 1.488678 -7.011799 0.137 -0.084 0.049
C -0.566843 1.104891 -4.347585 0.390 -0.078 -1.347
Cl -2.125599 1.819248 -4.401101 -0.277 0.531 -0.662
C -0.229785 0.632394 -3.117442 0.452 -0.133 0.972
H 0.928540 3.589974 -0.117268 -0.120 -0.145 0.085
H -0.816861 3.631144 0.123180 -0.415 0.373 -0.230
H -0.107695 2.326926 -0.843881 0.101 0.288 -0.175
H 1.178800 1.735351 1.352288 -0.779 0.221 0.008
H -0.153967 2.651008 2.132803 0.249 -0.037 0.049
H -2.430545 1.771590 0.317396 0.022 0.345 0.035
H -2.681038 0.114293 0.772152 0.366 -0.048 -0.305
H -2.585882 0.574716 3.162224 -0.238 0.005 -0.159
H -3.864808 1.534567 2.310004 0.173 0.058 0.410
H -2.286180 2.267808 2.806229 -0.360 0.164 0.248
H -1.162178 -1.134621 1.760063 0.068 0.319 -0.052
H -0.443701 0.083454 3.756841 -0.749 0.479 0.636
H 1.144800 0.365261 3.139969 0.280 0.174 -0.225
H -0.121028 -2.267647 3.982546 -0.434 -0.466 -0.037
H 1.290525 -1.468810 4.595032 0.269 -0.225 0.612
H 2.595325 -1.997126 2.635320 1.648 0.744 0.200
H 1.836239 -3.522716 3.099803 0.101 0.627 -0.029
H 0.204292 -3.187325 1.366732 -0.642 -0.120 0.031
H 1.762154 -3.153668 0.680282 0.079 0.536 -0.041
H 1.677363 -0.592781 0.893590 0.320 0.203 -0.070
H -1.618228 -0.900865 -1.082988 0.346 -0.312 -0.023
H -1.151937 -2.518811 -0.596762 0.360 -0.186 0.299
H -0.716344 -1.951440 -2.205668 0.068 0.115 0.451
H 2.741600 -0.856889 -3.876003 -0.762 0.471 -0.102
H 2.111946 -0.103719 -6.078013 -0.030 0.281 -0.516
H -0.846189 0.923339 -2.273897 -0.102 -0.356 -0.080
```
Forces are in eV/Å.

* molecular weight: 357.32 g/mol
* relative energy (zero: lowest compared OMol25 entry of this formula, charge and spin): 0.0 kcal per mole
* SMILES: CCN(CC)[C@@H]1CCCC[C@H]1N(C)C(=O)c1ccc(Cl)c(Cl)c1
* frontier orbital gap: 8.6 eV

Atomic partial charges in e from the Löwdin method, atoms 1 to 4: -0.0758, -0.2229, -0.1294, -0.2507

How do the records compare in calculated total energy? In the order shown, they have -4383.89758, -2321.40733, -1806.61287 Eh.